Here is C32H33N6O3SSeW as an isolated structure from the OMol25 dataset. Energies are from wB97M-V/def2-TZVPD.

Its LUMO energy is -0.1098 Eh. As for the charge: +1. The energy above the lowest of the compared OMol25 structures with the same formula, charge and spin is 4.432 eV. The calculation puts the highest occupied orbital energy at -8.599 eV. The gap between HOMO and LUMO is 5.61 eV.

```
77
Properties=species:S:1:pos:R:3:forces:R:3
W -0.05930 -1.03409 1.56155 -2.984 -0.865 -0.054
C 0.48308 0.43364 4.36117 0.467 -1.390 0.528
N -0.45100 -0.64358 3.98648 0.395 0.448 -0.810
C -1.85922 -0.34640 4.28067 -0.160 -0.083 0.090
C -2.60157 0.11816 3.06857 -0.238 -0.205 0.162
N -2.05236 0.56874 1.97582 0.416 0.062 -0.456
C -3.10976 0.78284 1.09346 0.072 0.124 -0.128
C -3.11391 1.27673 -0.20896 -0.012 0.055 -0.057
C -4.32507 1.33367 -0.87370 -0.002 -0.024 -0.004
C -5.51758 0.92443 -0.25845 0.036 0.001 0.003
C -5.53372 0.48142 1.05064 -0.059 0.012 0.054
C -4.31036 0.43078 1.70556 0.028 -0.124 0.095
N -3.94739 0.03836 2.98687 -0.066 0.133 0.028
C 1.37936 0.69267 3.19053 -1.499 2.357 0.239
N 0.69033 0.85704 2.06307 1.130 0.236 -0.136
C 1.28388 1.88342 1.36365 -0.059 -0.017 -0.626
C 0.97199 2.44736 0.12280 -0.033 -0.016 0.089
C 1.78430 3.45749 -0.32729 0.112 0.109 0.034
C 2.89902 3.90409 0.41928 -0.100 0.042 -0.195
C 3.20535 3.36664 1.64396 0.062 -0.038 0.187
C 2.35483 2.36142 2.10652 0.134 0.147 -0.236
N 2.33611 1.62287 3.26044 1.424 -0.180 0.709
H -0.07569 1.35470 4.50715 0.026 0.138 0.036
H 1.03525 0.21370 5.27654 -0.078 -0.068 0.055
H -0.18336 -1.51352 4.42353 0.034 -0.189 -0.073
H -2.34551 -1.25301 4.63293 0.018 -0.055 0.025
H -1.93378 0.40668 5.07130 0.004 -0.021 0.040
H -2.20780 1.64628 -0.67479 -0.007 -0.033 0.004
H -4.36047 1.70826 -1.88954 0.004 -0.006 0.041
H -6.44262 0.96406 -0.81893 0.024 0.023 0.035
H -6.45469 0.18148 1.53681 0.057 0.028 -0.046
H -4.55669 -0.35763 3.68141 0.004 -0.034 0.016
H 0.11788 2.10856 -0.44158 0.040 -0.041 -0.041
H 1.56439 3.92055 -1.28061 0.034 0.025 0.041
H 3.51973 4.69845 0.02413 -0.051 -0.024 -0.013
H 4.04966 3.71885 2.22380 -0.046 -0.031 -0.018
H 3.01261 1.68332 4.00672 -0.105 0.119 0.030
C 3.68872 -2.51246 -0.48723 0.117 -0.105 0.009
C 3.12300 -1.66971 0.64139 -0.186 -0.046 0.335
C 4.00942 -1.73283 1.87737 -0.031 -0.202 -0.009
O 3.00294 -0.29330 0.22759 -0.165 0.046 0.051
C 1.68826 -2.15241 0.96712 -0.427 1.153 -0.977
O 0.98616 -2.81269 0.11824 0.163 -0.709 0.483
O 1.30935 -2.15096 2.27456 1.132 -0.658 0.599
H 4.74779 -2.27746 -0.62695 -0.038 0.000 -0.026
H 3.15470 -2.32590 -1.41605 -0.016 -0.026 0.028
H 3.59702 -3.57429 -0.25266 0.028 0.050 -0.025
H 5.00218 -1.33725 1.64743 -0.019 -0.019 0.001
H 4.11921 -2.76725 2.20965 0.037 0.058 0.018
H 3.57269 -1.16145 2.69490 0.017 0.036 -0.004
H 3.89019 0.03357 0.04794 0.152 0.026 -0.043
N -0.26422 -0.48073 -0.40172 0.785 0.201 -0.077
S 0.68067 -0.94996 -1.66273 -0.373 0.428 -0.047
C -0.36532 -2.05270 -2.60022 0.025 -0.118 0.006
C -0.07401 -2.26395 -3.94309 0.017 0.018 0.013
C -0.88241 -3.11882 -4.67270 0.016 -0.013 -0.005
C -1.96345 -3.74670 -4.06169 -0.005 -0.006 0.001
C -2.22255 -3.54180 -2.71511 0.034 0.027 0.015
C -1.41442 -2.69374 -1.96469 -0.013 -0.036 -0.016
C 0.55615 0.48894 -2.72495 0.042 -0.076 -0.049
C -0.67227 0.95286 -3.18860 -0.031 0.012 -0.009
C -0.71478 2.10799 -3.95115 0.033 -0.010 0.015
C 0.46421 2.78508 -4.25970 -0.002 -0.049 0.019
C 1.68352 2.30483 -3.80730 -0.011 0.010 -0.036
C 1.73243 1.15128 -3.03153 0.096 -0.016 -0.015
H -1.16704 -0.18829 -0.75780 -0.262 -0.179 0.180
H 0.76049 -1.75760 -4.41640 -0.043 -0.029 0.007
H -0.66793 -3.29526 -5.71904 -0.027 0.018 0.027
H -2.60134 -4.40181 -4.64220 0.039 0.006 0.032
H -3.04853 -4.04703 -2.23031 0.025 0.014 -0.032
H -1.58817 -2.55957 -0.90317 0.017 -0.017 -0.042
H -1.58689 0.40610 -2.97802 0.058 0.004 -0.008
H -1.66479 2.47131 -4.32305 0.038 0.002 0.013
H 0.42855 3.67964 -4.86856 -0.008 -0.020 0.020
H 2.60077 2.82231 -4.06070 -0.036 -0.020 0.011
H 2.68058 0.76680 -2.67110 -0.066 0.028 0.023
Se -1.82678 -2.54326 1.78066 -0.137 -0.397 -0.139
```
Positions in Å, forces in eV/Å.

***

Here is the molecule C18H25N3OS from the OMol25 dataset. Energies are from wB97M-V/def2-TZVPD.

Its LUMO energy is 0.0250 Eh. The energy above the lowest of the compared OMol25 structures with the same formula, charge and spin is 1.582 eV. The calculation puts the highest occupied orbital energy at -6.989 eV. The gap between HOMO and LUMO is 7.67 eV.

```
48
Properties=species:S:1:pos:R:3:forces:R:3
C 1.43154 4.77317 -4.11777 0.232 -0.078 0.178
H 1.63418 5.83706 -4.21093 -0.030 0.153 -0.056
H 1.36004 4.34516 -5.11512 -0.023 -0.027 -0.109
H 0.47388 4.63951 -3.62211 -0.113 0.005 0.030
C 2.54855 4.09106 -3.32300 -0.267 0.157 -0.083
N 2.33783 2.67131 -3.16587 0.150 0.101 -0.226
C 1.63803 2.15335 -2.10150 -0.140 -0.055 0.202
C 0.90829 2.97472 -1.22988 0.165 -0.019 -0.144
C 0.20846 2.46081 -0.15862 -0.095 -0.090 0.169
C 0.19805 1.09289 0.08701 0.106 0.294 -0.253
C 0.91288 0.26154 -0.76879 -0.149 0.140 0.171
C 1.62045 0.77654 -1.83405 0.029 0.003 -0.113
H 2.16988 0.08734 -2.45406 0.083 -0.040 -0.076
H 0.91874 -0.80598 -0.59276 0.006 -0.113 0.005
N -0.50227 0.50867 1.14829 0.096 -0.396 -0.053
C -1.28912 1.07876 2.08394 -0.072 -0.341 0.177
O -1.54542 2.26008 2.19473 -0.092 0.270 0.019
C -1.90542 0.02564 3.01721 0.041 0.088 -0.023
N -1.08300 -1.16568 3.09730 -0.204 -0.041 0.268
C -0.02061 -1.02304 4.07046 0.036 -0.021 0.030
H 0.52206 -0.10207 3.86085 0.096 0.017 0.050
H 0.66981 -1.86028 3.97698 0.071 0.020 0.046
H -0.39177 -0.97983 5.10502 0.007 0.018 0.009
C -1.81782 -2.42112 3.19198 -0.076 0.021 -0.109
C -1.89455 -3.07380 1.84386 0.040 -0.577 0.009
C -2.26066 -2.53196 0.65034 -0.004 -0.012 0.245
C -2.17670 -3.44622 -0.42492 0.016 -0.142 -0.111
C -1.74894 -4.67207 -0.03564 0.116 -0.210 0.308
S -1.43157 -4.73392 1.65299 -0.234 0.548 -0.308
H -1.59966 -5.55093 -0.63044 0.017 -0.146 -0.188
H -2.42706 -3.19474 -1.43996 -0.035 0.003 -0.186
H -2.58245 -1.51334 0.52939 -0.049 0.237 0.011
H -1.30383 -3.09959 3.87715 -0.053 0.101 0.048
H -2.83285 -2.26579 3.58810 0.166 -0.025 0.043
H -2.88221 -0.22710 2.59589 0.024 0.019 0.037
H -2.07887 0.49331 3.99775 0.012 0.025 -0.127
H -0.39423 -0.49589 1.25727 -0.062 0.167 0.120
H -0.34364 3.11937 0.49095 -0.032 0.031 0.029
H 0.86964 4.04013 -1.38449 0.005 0.115 -0.058
C 2.89172 1.82978 -4.19969 0.260 -0.165 0.102
C 4.32342 1.38004 -3.89460 -0.285 0.038 -0.102
H 4.69830 0.75099 -4.69808 0.116 -0.088 -0.079
H 4.97798 2.24284 -3.79555 0.088 0.075 0.013
H 4.35783 0.82047 -2.96371 0.033 -0.064 0.093
H 2.24855 0.95821 -4.34522 -0.003 0.084 -0.075
H 2.88667 2.39487 -5.13681 -0.083 -0.066 0.021
H 2.64550 4.55603 -2.33891 0.092 -0.015 -0.063
H 3.49952 4.23648 -3.84461 -0.002 0.005 0.108
```
Positions in Å, forces in eV/Å.

***

Here is a 9-piece molecular cluster, C55H101N13O5 overall from the OMol25 dataset. Energies are from wB97M-V/def2-TZVPD.

Its LUMO energy (alpha / beta) is -0.5846 / -0.6539 Eh. As for the charge: +7. The calculation puts the highest occupied orbital energy (alpha / beta) at -23.109 / -23.107 eV. The spin multiplicity is 2. The gap between HOMO and LUMO (alpha / beta) is 7.20 / 5.31 eV.

```
174
Properties=species:S:1:pos:R:3:forces:R:3
C 0.89157 1.23574 -0.25383 0.465 0.256 5.269
C 0.01791 0.42705 -0.92704 -0.715 -1.507 -4.741
C -0.94940 -0.58333 -0.21650 -1.058 -2.916 -1.452
O -1.51986 -1.62493 -0.74152 1.958 3.304 0.418
C -1.09648 -0.49280 1.17047 0.601 0.627 0.198
C -0.34526 0.47512 1.92130 0.813 0.987 0.043
C 0.84779 1.32156 1.24722 -0.484 -0.028 -2.814
O 1.59934 2.04601 1.92319 -0.822 -1.068 -0.169
O -0.67081 0.66211 3.07988 0.523 0.368 0.567
O 0.08479 0.39436 -2.21045 -0.741 -0.414 2.702
H 1.72996 1.69174 -0.75935 -0.276 0.157 -0.232
H -1.74206 -1.15240 1.73131 -0.006 -0.044 -0.194
C -4.45690 -1.83432 0.83431 0.001 -0.204 -0.408
C -5.04524 -2.23720 2.15442 -0.850 -0.026 0.305
N -4.02315 -2.43118 3.22429 0.247 0.956 0.630
C -3.77383 -3.60777 3.92911 -0.223 0.834 0.251
C -2.95129 -3.27411 4.95027 1.516 0.386 0.128
N -2.57161 -1.95035 4.80039 -2.322 0.260 -1.049
C -3.29707 -1.41381 3.79969 -0.337 -2.532 -0.805
C -1.85806 -1.12416 5.73221 0.763 0.411 0.670
H -4.08177 -2.72253 0.32591 0.374 0.317 -0.204
H -3.69539 -1.06322 0.95092 0.120 -0.182 -0.049
H -5.21808 -1.37946 0.20045 -0.174 -0.193 0.080
H -5.65744 -3.13761 2.10366 0.454 -0.322 -0.101
H -5.81986 -1.51802 2.42058 0.459 0.338 0.758
H -4.19301 -4.58226 3.72652 -0.356 0.309 -0.160
H -2.43853 -3.82435 5.72533 -0.436 -0.350 -0.012
H -3.21238 -0.42419 3.37556 -0.178 0.002 0.432
H -2.53418 -0.52406 6.34119 -0.108 -0.157 -0.023
H -1.22964 -0.45918 5.13979 0.136 -0.057 0.250
H -1.27310 -1.75706 6.39957 0.073 0.121 -0.105
C 3.04552 6.34049 -1.72549 -0.578 -0.915 0.308
C 3.90668 5.98904 -0.48046 -0.320 1.406 -1.078
N 4.47676 4.65143 -0.49045 1.187 -4.506 0.165
C 3.80786 3.37750 -0.39193 0.639 0.909 -0.239
C 4.72200 2.36993 -0.56399 -1.292 1.530 0.820
N 5.96673 2.94927 -0.67585 -0.780 0.371 0.546
C 5.79407 4.28842 -0.59636 -0.552 0.425 -0.370
C 7.19104 2.14324 -0.55439 1.751 0.027 -0.358
H 3.61610 6.22020 -2.64640 -0.098 0.276 0.097
H 2.51699 7.29268 -1.67973 1.040 0.612 0.249
H 2.13673 5.74338 -1.80076 0.214 -0.945 0.033
H 3.32876 6.16299 0.42719 0.329 -0.154 0.124
H 4.76290 6.66049 -0.54471 -0.039 0.099 0.554
H 2.79840 3.25653 -0.02757 -0.006 0.406 -0.376
H 4.49755 1.32452 -0.41180 0.560 0.069 -0.291
H 6.59295 5.01510 -0.60713 0.139 -0.069 -0.151
H 7.02815 1.09583 -0.30038 -0.743 0.313 0.231
H 7.88952 2.55819 0.17229 -0.385 0.170 0.225
H 7.79490 2.07658 -1.45938 -0.447 0.436 -0.408
C 0.70832 7.01700 2.28130 -1.146 2.246 1.366
C 0.60977 5.69614 1.72642 1.465 -2.028 -2.001
N -0.66217 5.03665 1.95677 -2.725 -2.762 1.392
C -1.89813 5.41869 1.43197 -0.310 0.083 -0.691
C -2.93476 4.68615 1.96494 2.501 0.290 0.888
N -2.30685 3.91673 2.96277 1.854 -0.348 -2.908
C -0.94390 3.96277 2.78571 -1.263 2.822 0.246
C -2.96273 2.88896 3.68785 -0.596 -1.161 1.386
H 0.51651 6.95183 3.35231 0.155 0.470 0.109
H -0.09222 7.59150 1.81525 -0.060 0.477 0.339
H 1.61927 7.58419 2.09008 0.159 -0.460 -0.010
H 1.41970 5.04814 2.06143 -0.256 -0.327 0.135
H 0.71170 5.79360 0.64558 0.004 -0.335 -0.327
H -1.91748 6.12005 0.61092 -0.158 0.224 0.282
H -3.97925 4.54480 1.72944 0.043 0.536 0.172
H -0.23332 3.36236 3.33436 0.034 0.334 0.035
H -2.56325 2.86860 4.70181 -0.211 0.085 0.087
H -2.79710 1.89244 3.27843 0.075 0.133 -0.325
H -4.03828 3.05794 3.74008 0.153 0.244 0.012
C 4.04119 4.36265 -4.82072 -0.397 -0.124 -1.552
C 2.72519 3.70674 -5.41144 0.637 -0.020 1.340
N 1.55474 4.08867 -4.58541 -3.046 -1.186 2.912
C 1.03889 5.33551 -4.56193 -0.515 1.312 0.883
C 0.10992 5.46414 -3.52728 0.952 0.313 -1.435
N 0.01655 4.23994 -2.91758 -0.603 -0.948 -1.065
C 0.81262 3.39556 -3.59988 1.881 0.285 -1.058
C -0.93289 3.90381 -1.77653 1.203 1.396 -0.547
H 4.06165 5.44932 -4.73814 -0.681 0.040 0.033
H 4.79778 4.21238 -5.59084 0.209 -0.364 0.116
H 4.39956 3.94157 -3.88137 -0.346 -0.291 -0.062
H 2.81601 2.62249 -5.34600 -0.012 0.034 -0.049
H 2.45433 3.94452 -6.44012 0.449 0.321 0.064
H 1.42186 6.06630 -5.25882 -0.223 0.232 0.139
H -0.47246 6.32816 -3.24319 0.042 -0.125 0.008
H 0.84663 2.32837 -3.43755 0.163 0.003 0.142
H -1.40754 4.85563 -1.53808 0.062 -0.013 -0.001
H -0.26604 3.65017 -0.95246 -0.451 -0.422 0.099
H -1.75435 3.21329 -1.96752 0.620 -0.302 -0.454
C 3.16633 -1.20947 1.21690 0.875 -0.502 -0.008
C 3.76491 -2.61500 0.79803 0.000 1.129 0.936
N 3.21489 -3.13394 -0.43849 -1.359 1.261 -2.351
C 3.42675 -4.32598 -1.07270 -0.448 -0.399 -1.350
C 2.64446 -4.33240 -2.23521 0.846 0.547 1.161
N 2.02139 -3.10349 -2.31642 2.122 -0.974 2.576
C 2.40498 -2.38273 -1.24054 0.100 -0.873 0.449
C 1.11170 -2.69796 -3.32738 -0.718 0.354 -0.517
H 2.09711 -1.06010 1.36704 -0.173 -0.754 -0.282
H 3.48445 -0.44135 0.51201 -0.017 -0.062 -0.158
H 3.60811 -0.90221 2.16480 0.270 -0.330 0.036
H 3.65541 -3.37352 1.57311 -0.171 0.116 0.014
H 4.83612 -2.46832 0.65982 0.032 -0.050 0.016
H 4.22372 -4.98974 -0.77160 -0.337 -0.294 0.160
H 2.49646 -5.03843 -3.03896 0.292 -0.197 0.217
H 2.12835 -1.37982 -0.95062 -0.305 -0.143 -0.488
H 0.75998 -3.54836 -3.91152 0.164 -0.098 0.195
H 1.65199 -2.03468 -4.00283 -0.575 0.355 0.051
H 0.28531 -2.29213 -2.74388 -0.247 0.642 -0.865
C 3.72879 3.43678 5.74548 0.061 0.167 0.887
C 2.58748 3.15750 4.83988 -1.055 3.233 -0.940
O 1.91356 4.04427 4.35737 0.507 -2.509 0.462
N 2.31209 1.67804 4.49372 0.202 2.329 0.387
H 1.94107 1.58460 3.55898 -0.710 0.682 -1.125
H 3.28841 1.44122 4.38977 0.326 -1.712 0.843
C 1.37991 1.07561 5.49256 1.513 -0.816 0.423
H 3.55486 3.01841 6.73685 0.211 -0.682 0.016
H 3.77256 4.49588 5.99940 -0.223 0.144 -0.577
H 4.71251 3.16640 5.36167 -0.053 -0.416 -0.016
H 1.20077 0.06382 5.12885 -0.210 0.063 0.419
H 0.46175 1.65181 5.60688 0.290 0.119 -0.341
H 1.96683 1.07723 6.41104 -0.554 -0.338 0.286
C -0.29241 -0.14514 -5.70327 1.277 -0.297 1.954
C -1.76469 -0.18998 -5.43706 -1.571 0.752 -0.812
C -2.28760 -0.91126 -4.19893 0.184 -1.761 0.981
N -3.81040 -1.12844 -4.11248 -0.111 0.381 -1.462
C -4.41363 0.31024 -4.27632 -0.640 -1.869 -0.576
C -4.33156 -2.11502 -5.26992 0.554 0.804 0.371
C -5.67573 -2.63815 -4.82195 0.375 0.802 0.726
C -5.56431 -2.65235 -3.25975 -0.993 -0.846 -0.087
C -4.33436 -1.88827 -2.84840 1.747 1.950 -0.674
H 0.22379 -1.10364 -5.75722 -0.332 -0.239 -0.338
H 0.04564 0.27432 -4.75571 0.891 0.280 0.024
H 0.08873 0.48352 -6.50803 -0.682 -0.051 -0.121
H -2.25673 -0.54994 -6.34062 -0.405 -0.077 0.114
H -2.05560 0.84987 -5.28807 -0.139 0.153 -0.434
H -1.99982 -0.51760 -3.22408 -0.029 0.913 -0.218
H -1.81089 -1.88622 -4.09743 -0.286 -0.533 -0.465
H -4.09363 1.03112 -3.52397 0.144 -0.516 0.211
H -5.49279 0.15701 -4.27012 0.009 0.345 0.160
H -4.12572 0.66222 -5.26693 -0.102 -0.072 0.171
H -4.42692 -1.53524 -6.18799 0.404 -0.169 0.019
H -3.57984 -2.90193 -5.33166 0.147 0.218 -0.104
H -6.39085 -1.91172 -5.20796 -0.463 -0.209 0.477
H -5.94272 -3.60830 -5.24102 0.244 0.079 0.019
H -6.51327 -2.35722 -2.81202 0.201 0.610 0.029
H -5.45722 -3.66417 -2.86877 0.127 -0.200 -0.348
H -4.35510 -1.09810 -2.09787 -0.769 -0.064 0.157
H -3.48298 -2.48533 -2.52161 -0.110 -0.444 -0.283
C 0.23064 -9.30272 2.13167 0.723 1.619 1.094
C 0.27778 -7.94921 1.37899 -2.019 -0.501 -1.523
C -1.20349 -7.37201 1.20654 1.632 0.497 0.276
N -1.27760 -5.82575 1.27145 -0.596 -0.619 -1.708
C -2.71443 -5.46222 0.85318 1.168 0.338 1.506
C -0.27489 -5.10591 0.26247 0.233 0.075 0.979
C 0.52250 -4.15616 1.18467 -1.460 -0.421 0.283
C -0.48020 -3.93778 2.36161 0.083 0.503 0.736
C -0.99445 -5.33559 2.68377 1.593 0.463 -1.382
H -0.06072 -9.05840 3.15320 -0.069 -0.065 0.267
H 1.28297 -9.57106 2.22487 -0.270 -0.872 -0.200
H -0.46744 -10.08752 1.84028 0.410 0.165 -0.734
H 0.64043 -8.09580 0.36159 0.010 -0.259 -0.158
H 1.01758 -7.24931 1.76751 -0.328 0.072 0.694
H -1.84542 -7.72811 2.01229 -0.040 0.040 -0.010
H -1.65700 -7.61229 0.24493 0.201 -0.344 0.101
H -2.90538 -5.77132 -0.17448 -0.112 -0.232 0.367
H -2.83625 -4.38612 0.97687 0.149 0.045 -0.332
H -3.29523 -5.90791 1.66072 -0.556 -0.418 -0.721
H -0.75305 -4.52456 -0.52587 -1.013 0.044 0.558
H 0.32069 -5.77964 -0.35357 0.056 -0.661 0.817
H 0.76183 -3.24612 0.63452 0.120 0.004 0.242
H 1.41125 -4.64918 1.57855 0.092 0.138 -0.075
H -1.34514 -3.30830 2.15252 0.075 0.206 -0.601
H -0.02713 -3.47167 3.23658 0.266 -0.123 0.040
H -1.81961 -5.47467 3.38226 -0.090 0.115 -0.486
H -0.12064 -5.87182 3.05394 -0.284 -0.494 -0.003
```
Positions in Å, forces in eV/Å.